A structure of composition C51H127N8O17Zn, computed with ωB97M-V/def2-TZVPD.

The geometry in XYZ format:
```
204
Properties=species:S:1:pos:R:3:forces:R:3:mulliken_charge:R:1
Zn 3.108022 1.182868 3.468855 -1.70 -0.63 -2.44 0.3320
O 3.541084 3.070382 2.688772 1.43 -0.17 1.15 0.0496
O 3.209240 -5.173547 2.591455 2.35 1.34 1.27 -0.1186
O 2.645759 -3.319854 -2.220793 -0.26 0.66 -0.62 -0.4939
O -3.349910 4.520149 4.599442 -1.03 -0.43 -0.61 -0.4521
O -1.213239 -4.887455 -1.780161 -0.10 -0.62 1.03 -0.3816
O -2.915860 4.279089 0.202930 -0.56 -0.34 -0.21 -0.2265
O 4.344002 2.756889 -5.066353 -0.28 1.45 1.78 -0.3633
O -2.775050 -1.968458 4.722447 0.17 -0.27 -0.18 -0.4963
O 4.447124 6.527378 -1.785133 -0.96 -0.59 0.46 -0.3516
O -4.922564 -2.499747 -4.069911 -0.41 -1.32 -0.57 -0.1262
O 1.653065 1.046609 2.111001 0.51 -0.18 0.43 -0.2920
O 3.220372 -0.836012 3.900114 0.74 -0.86 0.11 -0.2878
O 7.960662 -4.864874 0.727333 0.32 0.92 -0.09 -0.4630
O -2.256988 1.090518 -9.984617 -0.56 -0.68 -0.23 -0.3234
O -4.063862 -0.156714 0.058981 -0.84 1.09 0.91 -0.5893
O -7.661173 -0.768519 8.939074 0.24 -0.21 -0.53 -0.3143
O -1.573754 0.728258 -3.794456 0.48 -1.02 -0.68 -0.3724
N -4.976956 -1.381457 7.682029 0.57 1.16 0.35 -0.3372
N 4.977668 0.727361 2.725323 0.25 0.26 -1.07 -0.1311
N -2.318830 -0.066132 -7.321212 0.89 -0.87 2.02 -0.2694
N 2.983889 4.310328 -2.912035 -0.53 -0.88 1.04 -0.3026
N -1.176106 4.870604 2.562071 -0.20 -1.79 -0.83 -0.4660
N -5.502318 0.703611 -2.548943 0.65 -0.70 1.95 -0.5149
N 5.946672 -2.191742 -0.924436 -0.01 -1.62 1.22 -0.0327
N 0.904595 -6.276671 0.954034 -0.46 1.40 -0.15 -0.4559
C 3.132705 4.541615 -1.489493 0.16 1.43 -0.24 0.2115
C -4.799047 1.076495 -0.125795 -0.75 -1.18 -1.11 -0.5912
C 4.618212 2.385477 -6.381435 0.03 -0.87 0.14 -0.7401
C 7.085873 -3.743447 0.740093 -0.13 -0.67 -2.04 0.3727
C 2.917647 4.321794 2.936457 -1.20 0.25 -0.25 0.2171
C -1.001935 4.475254 3.990019 -1.10 0.50 -1.35 -0.2945
C -5.590738 -3.368426 -4.948329 -0.09 -0.89 -1.35 -0.9091
C -2.114618 1.251292 -11.406645 0.95 0.48 0.64 -0.7774
C -2.702362 0.036473 0.347659 -0.67 -0.73 -0.95 0.8598
C -4.782671 1.573099 -1.589579 -0.43 -0.67 0.21 -0.1471
C -1.375317 0.045413 -5.062704 -0.56 1.36 0.36 -0.6783
C -4.124395 -2.090089 6.738685 -0.54 -0.91 -0.22 -0.6311
C -2.105437 -1.222170 3.691912 -0.93 -1.65 0.40 -0.2129
C 0.461623 -5.831099 -0.369051 0.41 -1.25 -0.69 -0.4920
C -2.213815 3.695864 4.550273 1.09 0.15 0.70 -0.4138
C 2.738777 2.886878 -3.122383 1.05 0.35 -2.34 0.1467
C 4.914334 3.137372 2.316262 1.04 -0.34 -2.19 -0.5564
C 7.126738 -3.046242 -0.653928 0.43 0.36 0.47 -1.0938
C 1.461308 -2.658985 -2.653300 -0.30 -0.63 -1.02 -0.5763
C 0.771178 -1.159531 1.145682 -0.34 0.63 0.33 -0.0857
C -3.472446 0.040979 -8.111749 -0.17 -0.04 -0.84 -0.4218
C -6.976334 0.076734 8.025657 0.04 -0.47 0.16 -0.6827
C -1.531028 4.057975 0.194792 1.07 -0.12 0.98 -0.6393
C 2.998523 2.614602 -4.621885 -0.32 -0.25 -0.17 -0.9384
C -3.453590 4.632241 -1.059432 -0.51 1.32 -0.48 -0.9543
C 3.592953 -2.347998 -1.762235 -0.76 -1.06 0.34 0.0108
C 5.325472 1.739455 1.745649 -0.30 2.44 0.16 -0.2708
C -0.996123 3.713776 1.621490 -0.13 0.94 -0.59 0.6512
C -0.597372 0.263515 -2.877838 -0.95 0.17 -0.36 -0.0241
C -8.229865 -0.085481 10.030085 -0.13 -0.54 -0.05 -0.7556
C -5.677325 -1.366852 -3.768395 1.57 0.84 1.18 -1.0241
C 4.122366 -5.458695 3.716538 -0.48 -0.28 -1.35 -0.8471
C -6.164229 -0.787119 7.057487 0.29 0.05 0.26 -0.5140
C 4.492497 7.938710 -1.920188 -0.24 -0.40 -0.45 -0.7778
C -2.586152 0.359020 -5.924616 1.25 0.04 -0.75 -0.4920
C 7.907872 -5.526261 1.960776 0.31 -0.79 -0.20 -0.6128
C 2.320768 -1.695039 4.622766 -0.23 -0.57 0.05 -0.4887
C -3.352266 -1.227113 5.772904 0.10 1.16 -0.45 -0.1350
C 4.770327 -0.546362 2.030350 -0.02 -1.49 2.45 0.6768
C 1.896953 -5.307539 3.006614 -1.28 -0.67 -0.61 -0.9501
C -4.451589 4.100726 3.771169 0.25 1.13 -0.24 -0.2786
C -3.044404 -0.043586 -9.576584 -1.07 0.39 -0.59 -0.6602
C 3.185503 6.023852 -1.203260 1.56 1.04 -0.76 -0.8365
C -2.251185 -3.932215 -1.912239 0.51 0.55 0.20 -0.4962
C -0.961094 -5.342374 -0.409229 -0.43 0.65 -1.10 -0.0223
C 1.032838 0.378712 1.009672 1.31 -0.43 0.33 2.3490
C 4.355964 -1.494131 3.212722 -0.67 0.69 -1.29 -0.4763
C -4.812148 -0.613555 -2.746218 -0.75 1.06 -0.77 0.3885
C 0.975520 -5.089213 1.811395 -0.16 -1.24 0.99 -0.1135
C 4.856355 -3.117482 -1.350778 -0.66 1.65 -0.94 -0.9225
C 1.820466 0.624273 -0.298728 0.11 0.47 0.23 -0.1149
H -6.645370 -1.590442 -3.320071 -0.14 -0.14 -0.14 0.5686
H -2.343941 -0.968347 0.571209 0.38 0.13 0.16 -0.0410
H 0.079564 -1.388513 0.334909 0.01 -0.35 -0.08 -0.1228
H 0.803365 -2.267930 -1.877223 0.26 -0.13 0.54 -0.0805
H 0.058178 0.831878 0.828585 -0.32 0.10 0.31 -0.7962
H -4.541705 4.696173 -1.062079 -0.06 -0.21 0.86 0.3636
H 1.872724 1.674291 -0.586529 -0.40 0.26 0.27 -0.4016
H 5.173389 -3.695385 -2.218886 0.02 -0.20 -0.15 0.3886
H 4.451018 -6.484883 3.552111 0.12 -0.06 0.39 0.3070
H -4.601240 -1.217484 -1.863675 -1.02 0.35 0.32 0.4581
H 3.036214 -1.901977 -0.938093 0.74 0.63 0.47 -0.1681
H -2.535191 -0.689282 6.253758 -0.07 0.23 0.54 0.2480
H -3.191216 -4.137168 -1.399954 -0.06 -0.60 -0.05 0.4465
H -3.453024 -0.117203 -5.466525 -0.11 -0.43 -0.48 0.0338
H 4.998443 -4.810240 3.707173 -0.11 0.15 -0.36 0.1606
H -7.686201 0.691571 7.472345 -0.27 0.01 -0.20 0.3623
H 3.981154 2.804236 -7.160477 -0.20 0.39 0.16 0.3073
H -3.153526 5.646666 -1.322106 0.35 0.18 -0.01 0.3868
H 0.529322 -6.687803 -1.039551 -0.02 -0.06 -0.13 0.5051
H -4.157054 -0.773604 -7.875416 -0.18 -0.15 -0.21 0.1963
H 3.753817 -1.600021 -2.538603 0.26 0.15 -0.11 0.3394
H -2.525459 -0.976896 -9.795047 0.48 -0.08 0.39 0.3452
H -7.485049 0.150313 10.790189 0.17 0.19 0.04 0.2979
H 1.882757 4.058618 3.155174 0.01 0.21 -0.06 -0.3498
H -6.789023 -1.556157 6.603260 -0.52 -0.29 0.19 0.3405
H -0.785919 -0.791345 -2.678285 -0.01 -0.22 0.38 0.5376
H -5.290256 2.537563 -1.573178 0.14 0.11 -0.15 0.4933
H 6.390692 1.717338 1.515641 0.05 0.12 0.01 0.5035
H 4.070691 4.135365 -1.111033 0.21 -0.42 0.30 0.1983
H -5.818173 0.775814 0.117228 -0.17 0.16 -0.08 0.4333
H -3.750982 1.687311 -1.922235 0.37 0.31 0.03 -0.0500
H -4.888940 3.129550 4.002757 0.40 -0.19 0.16 0.2140
H -3.948621 0.969189 -7.795863 -0.72 0.44 -0.89 0.3522
H 4.508721 -3.831261 -0.603949 0.58 0.17 0.41 0.3278
H -5.785652 -0.700916 -4.624488 -0.33 -0.11 -0.44 0.3245
H -1.445195 2.764592 1.913871 -0.14 -0.09 0.47 -0.2580
H 8.663242 -6.312040 1.969385 0.26 0.25 -0.05 0.2941
H -3.790603 -0.438444 -3.083679 0.19 0.01 -0.78 -0.5265
H -1.662728 -6.132755 -0.142571 -0.11 -0.02 0.04 0.2747
H 0.401781 0.320836 -3.309702 0.29 0.36 0.14 0.4439
H -2.292310 0.355547 -0.610544 0.94 0.45 0.37 0.0085
H -0.074729 3.906136 4.057000 -0.01 -0.09 0.24 -0.0237
H 2.293952 4.125737 -0.931262 -0.11 -0.24 -0.10 -0.1675
H -5.160360 -4.365996 -5.036236 0.50 0.02 0.92 0.2802
H -1.891151 -2.027759 2.989636 0.15 0.27 -0.36 -0.0501
H 1.599333 -1.867050 1.104810 0.59 0.41 -0.41 -0.1449
H 0.875660 -3.341656 -3.268999 -0.01 -0.45 0.43 0.4417
H 6.099900 -4.189692 0.869750 -0.47 0.56 0.47 0.0025
H -0.898986 5.452809 4.461060 0.05 -0.32 0.70 0.3954
H -2.001910 3.397126 5.576896 0.20 0.07 0.29 0.5344
H 5.020818 3.820882 1.473900 -0.38 0.18 -0.26 0.3432
H -5.527244 -3.082815 -5.998323 0.03 0.86 -0.19 0.2804
H 4.079318 -2.432821 2.732697 -0.41 -0.26 0.55 0.1628
H 2.353556 3.354231 -5.096297 -0.10 -0.16 -0.69 0.4078
H -1.081874 -4.506515 0.279866 -0.22 0.22 0.03 -0.0867
H 2.876859 0.368037 -0.218316 0.02 -0.52 0.08 -0.1540
H -5.869680 -0.205777 6.183770 0.18 0.40 0.27 0.3831
H 3.307381 4.908559 3.768278 0.44 -0.29 0.02 0.3600
H 7.362036 -3.007070 1.494808 -0.11 -0.07 0.38 0.2363
H -1.881890 0.342753 -11.962050 -0.45 -0.38 0.23 0.3231
H -2.799832 -0.530499 3.214933 0.19 0.35 0.09 0.3885
H 6.250796 -1.553230 -1.645492 -0.57 -0.05 -0.38 0.2859
H 5.749803 -0.856824 1.666564 -0.36 -0.40 -0.63 0.7444
H -4.177945 4.197046 2.720485 0.20 -0.58 -0.22 -0.0148
H 1.632434 -1.850716 -3.364289 0.63 0.40 0.11 0.5178
H -0.473639 0.480265 -5.493953 0.21 -0.08 -0.29 0.4021
H -2.793214 1.428668 -5.891904 0.03 0.36 0.15 0.4044
H 1.090738 -5.060536 -0.814634 0.25 0.29 0.12 0.0728
H 4.494188 1.302665 -6.397218 0.20 -0.33 -0.59 0.3023
H -4.040197 -0.485734 5.366417 0.01 0.30 -0.24 0.0582
H -6.372146 0.763902 8.617985 0.55 0.05 -0.21 0.3578
H 3.824824 8.286626 -2.708389 -0.44 -0.05 -0.02 0.3067
H 1.680416 2.695367 -2.945507 -0.01 -0.25 0.11 0.1528
H 5.841506 0.570791 3.224702 -0.17 0.13 0.85 0.2525
H 1.870583 -6.325818 3.394558 -1.02 -0.20 0.21 0.5106
H 7.253872 -3.746936 -1.479138 -0.04 -0.59 0.24 0.4342
H -1.227968 -1.031130 -4.976423 -0.13 -0.13 0.35 0.2995
H -1.910621 -2.987203 -1.489083 0.12 0.41 0.18 -0.0817
H -5.576747 1.213727 -3.417475 0.15 -0.25 -0.23 0.3237
H 2.371689 6.587482 -1.659482 -0.25 -0.21 -0.06 0.4519
H 4.795811 1.636354 0.798587 -0.24 -0.44 0.21 0.0382
H -1.301582 3.262839 -0.514590 0.19 -0.33 0.00 0.0704
H 2.927168 4.909988 2.018833 0.10 0.06 0.02 -0.1396
H 3.778241 4.654305 -3.432391 0.25 -0.14 0.10 0.3846
H 5.175850 -1.630627 3.917883 -0.08 -0.05 0.11 0.5379
H 0.278333 -1.450241 2.073417 -0.30 0.45 0.15 -0.4049
H 6.972339 -6.077072 2.058184 -0.45 0.27 0.29 0.2000
H 0.084442 3.584077 1.561033 0.07 -0.44 -0.30 -0.0846
H 1.793815 -6.754490 0.921488 0.12 0.16 -0.26 0.3185
H 1.688110 -2.272612 3.948771 0.08 0.17 -0.28 -0.1457
H 5.481019 8.208287 -2.292025 0.14 -0.04 0.54 0.2660
H -1.146804 -0.793289 3.983797 -0.11 0.42 0.35 0.2263
H 3.207127 6.244440 -0.136031 -0.06 -0.04 0.26 0.3143
H 5.668040 3.552671 2.985262 -0.58 -0.29 1.15 0.4165
H 8.086552 -4.835577 2.784865 -0.11 -0.03 0.24 0.2825
H 4.209798 8.426492 -0.987313 0.30 0.22 0.10 0.2997
H 1.547623 -4.619874 3.776798 0.51 0.29 0.43 0.3870
H -8.742143 0.822618 9.712222 -0.12 0.10 0.02 0.3146
H -4.840354 -2.716874 6.207053 0.49 -0.56 -0.86 0.3428
H -5.263290 -2.006600 8.421824 -0.01 0.01 0.02 0.2450
H -1.614747 0.470834 -7.807053 0.43 0.34 0.68 0.3227
H 5.659196 2.653338 -6.562291 -0.12 -0.08 -0.12 0.2489
H -0.740836 0.868325 -1.982451 0.46 -0.12 0.05 -0.6566
H 2.717239 1.591008 -4.869317 -0.54 -0.14 -0.07 0.4664
H -2.914952 1.826178 -11.872543 -0.40 -0.32 0.18 0.2804
H -5.245224 4.842981 3.856680 0.06 0.04 0.52 0.3232
H -8.938463 -0.795961 10.455782 -0.11 0.26 0.13 0.2434
H -3.278546 4.030870 -1.951525 0.85 -0.71 0.42 0.2608
H -2.435250 -3.734804 -2.968290 -0.04 -0.34 0.01 0.3670
H 1.666124 -1.120747 5.278293 0.22 0.35 -0.23 0.3594
H -3.954813 -0.148972 -10.166631 -0.22 0.49 -0.32 0.4679
H 8.027813 -2.434360 -0.695955 0.02 0.20 0.13 0.4212
H 3.359821 2.172594 -2.581835 0.20 0.14 0.68 0.0036
H 1.372784 0.111545 -1.150079 0.11 -0.24 0.07 -0.3128
H -2.343979 2.737614 4.047351 -0.33 0.10 -0.55 0.0307
H 2.843836 -2.414737 5.252486 0.38 0.14 -0.04 0.3920
H -2.145420 5.106023 2.403565 -0.28 0.63 0.42 0.3001
H -0.937359 4.925458 -0.093523 -0.32 0.51 -0.40 0.5255
H 3.645631 -5.357129 4.691477 -0.24 -0.03 -0.11 0.4351
H -3.381577 -2.736282 7.206381 -0.33 -0.07 0.50 0.3313
H -2.553915 0.709692 1.191954 0.25 0.21 -0.08 -0.3963
H -0.037224 -4.910237 2.172508 -0.05 0.05 0.30 0.3199
H 1.253872 -4.159102 1.315913 0.43 0.08 -0.42 0.0168
H -1.214655 1.854446 -11.526509 0.01 0.16 0.06 0.2589
H -4.545177 1.892719 0.550541 0.62 -0.11 0.16 0.1099
H 3.980987 -0.519661 1.279135 0.25 0.23 0.05 -1.1672
H -6.653313 -3.543688 -4.780112 -0.14 0.38 0.65 0.3633
```
Positions in Å, forces in eV/Å.

Computed properties:
Molar mass in g/mol: 1190.0
HOMO energy in hartree: -0.3666
Net charge: +1
Energy relative to the best compared isomer or geometry (same formula, charge and spin) in kcal per mole: 54.71


An isolated molecule of C4H7N2P, computed with ωB97M-V/def2-TZVPD.

The geometry in XYZ format:
```
14
Properties=species:S:1:pos:R:3:forces:R:3:mulliken_charge:R:1
P 2.161955 -1.222538 -0.249863 -4.18 -2.06 1.14 -0.1586
N 1.407468 0.242576 -0.080060 0.60 0.52 -0.58 0.6231
N 0.124586 0.402423 0.041999 -1.26 -0.25 0.88 -0.6887
C -0.496662 -0.794970 0.217050 -1.08 1.14 -0.86 0.3722
C 2.156726 1.478657 0.086489 1.74 0.01 -0.32 -0.8097
C -2.019758 -0.839660 0.189972 -0.95 1.39 -1.95 -0.9635
C 0.287756 -1.869274 0.101116 4.92 -0.19 -0.45 -0.4773
H -2.271240 -0.643630 -0.941739 0.28 -0.09 2.03 0.2142
H -2.520178 -1.814230 0.348854 0.74 0.47 0.47 0.3352
H -2.525610 -0.001525 0.771636 0.76 -1.21 -0.61 0.2603
H 2.411244 1.991646 -0.935195 -0.64 -0.71 2.22 0.2421
H 0.005062 -2.867612 0.325694 -0.14 -0.72 -0.23 0.3863
H 3.077513 1.224236 0.706736 -0.78 0.42 -1.29 0.3026
H 1.521243 1.965383 0.808713 -0.01 1.27 -0.43 0.3618
```
Positions in Å, forces in eV/Å.

Computed properties:
Molar mass in g/mol: 114.1
HOMO energy in hartree: -0.3075
Energy relative to the best compared isomer or geometry (same formula, charge and spin) in kcal per mole: 34.90
SMILES: Cc1cpn(C)n1


Question: Among the records above, which one has the highest energy relative to the best compared isomer or geometry (same formula, charge and spin)?
Answer: C51H127N8O17Zn